# 1
The following is a DFT calculation (ωB97M-V with the def2-TZVPD basis set) of a 5-piece molecular cluster, C32H39N5O3 overall.

Structure (XYZ):
```
79
Properties=species:S:1:pos:R:3
C 2.5288 -1.9957 4.3642
C 3.7311 -2.3275 3.4597
C 3.4935 -1.9294 2.0005
C 3.5616 -0.3950 1.8166
C 4.9927 -0.0240 1.4065
C 2.5124 0.2294 0.9253
C 2.4851 1.4563 0.3706
C 3.4617 2.5875 0.3553
C 4.5554 2.5031 -0.7379
C 4.4590 3.6080 -1.7906
N 3.2157 3.6701 -2.5400
C 1.1579 1.6320 -0.2763
O 0.7359 2.5425 -0.9226
O 0.3831 0.5277 -0.0162
C 1.2078 -0.4312 0.5640
O 0.8250 -1.5518 0.6562
H 1.6240 -1.8135 3.7785
H 2.3079 -2.8152 5.0484
H 2.6915 -1.1067 4.9757
H 3.9274 -3.4003 3.4895
H 4.6258 -1.8192 3.8331
H 2.5336 -2.3299 1.6940
H 4.2491 -2.3940 1.3608
H 3.3912 0.0459 2.8087
H 5.2059 1.0399 1.4849
H 5.2090 -0.3652 0.3930
H 5.6821 -0.5332 2.0837
H 2.8830 3.5021 0.2053
H 3.9165 2.6560 1.3441
H 5.5383 2.5530 -0.2629
H 4.5058 1.5304 -1.2370
H 5.2824 3.4671 -2.4974
H 4.6225 4.5785 -1.3154
H 2.4630 4.0889 -2.0130
H 2.9074 2.7550 -2.8415
N -0.3839 0.4318 4.6359
C -1.0603 1.2294 5.4593
C -1.8756 2.2652 5.0257
C -1.9954 2.4883 3.6633
C -1.2959 1.6672 2.7936
C -0.5097 0.6581 3.3309
H -0.9456 1.0270 6.5184
H -2.4050 2.8773 5.7429
H -2.6263 3.2823 3.2854
H -1.3669 1.7932 1.7212
H 0.0347 -0.0146 2.6811
N -3.0506 0.2000 -2.5847
C -3.7550 0.6563 -3.6176
C -3.7122 1.9715 -4.0557
C -2.9096 2.8685 -3.3669
C -2.1839 2.4131 -2.2766
C -2.2820 1.0736 -1.9376
H -4.3794 -0.0705 -4.1265
H -4.2980 2.2803 -4.9104
H -2.8579 3.9067 -3.6692
H -1.5466 3.0710 -1.7037
H -1.7206 0.6810 -1.0967
N -2.6148 -4.6496 -6.7737
C -3.7435 -4.5277 -6.0792
C -3.9316 -3.5850 -5.0789
C -2.8914 -2.7193 -4.7799
C -1.7101 -2.8368 -5.4948
C -1.6234 -3.8125 -6.4769
H -4.5367 -5.2214 -6.3363
H -4.8727 -3.5350 -4.5475
H -2.9899 -1.9783 -3.9965
H -0.8700 -2.1848 -5.2965
H -0.7134 -3.9304 -7.0553
N -5.0615 -2.0623 2.0703
C -4.7606 -1.7096 0.8220
C -3.5035 -1.2795 0.4227
C -2.5020 -1.2164 1.3796
C -2.7966 -1.5762 2.6846
C -4.0880 -1.9918 2.9758
H -5.5708 -1.7723 0.1032
H -3.3115 -0.9946 -0.6021
H -1.5025 -0.8983 1.1082
H -2.0438 -1.5399 3.4616
H -4.3557 -2.2842 3.9855
```

The value obtained for the HOMO energy is -9.3 eV. The SMILES is CCC[C@@H](C)C1=C(CCCN)C(=O)OC1=O.c1ccncc1.c1ccncc1.c1ccncc1.c1ccncc1. The molar mass comes out at 541.7 g mol⁻¹. The value obtained for the orbital gap is 8.183 eV. The net charge is 0. For the electronic energy, the calculation gives -47409.3187 eV. The LUMO energy comes out at -1.1 eV.

Mulliken population analysis, charges in e, atoms 1 to 2: atom 1 (C): -0.85, atom 2 (C): -0.64

# 2
The following is a DFT calculation (ωB97M-V with the def2-TZVPD basis set) of a 19-piece molecular cluster, C31H25Cl73NO3S overall in a non-equilibrium geometry.

Structure (XYZ):
```
134
Properties=species:S:1:pos:R:3
C 5.3282 -3.0928 -0.3876
C 3.8551 -2.2993 -0.3350
C 3.6172 -1.9935 1.2883
C 2.7585 -3.3788 -0.8968
C 1.3641 -2.7296 -1.4626
C 0.3595 -3.8448 -2.1962
C -0.1670 -5.0047 -1.1164
C -1.0147 -4.3750 0.1421
C -2.1755 -5.3816 0.7420
S -2.8193 -4.7756 2.4318
O -2.6200 -5.9110 3.4820
O -4.3244 -4.3330 2.3709
Cl -1.7596 -3.1059 3.1442
C 1.8226 -1.5623 -2.5598
C 2.7528 -0.4999 -1.7274
C 1.8040 0.2989 -0.6532
C 3.2180 0.6549 -2.8469
N 4.0371 -1.0571 -1.1685
O 4.8872 -1.2434 -2.2027
H 6.2382 -2.3602 -0.2301
H 5.3925 -3.7051 -1.3991
H 5.3862 -3.9144 0.4756
H 4.7011 -1.7784 1.7400
H 2.9904 -1.0275 1.4913
H 3.1543 -2.9783 1.7353
H 2.4434 -4.1631 -0.0541
H 3.2577 -3.9779 -1.7763
H 0.7475 -2.3042 -0.5621
H 0.9899 -4.3501 -3.0427
H -0.5357 -3.2765 -2.6968
H 0.7291 -5.6625 -0.7360
H -0.9375 -5.6630 -1.7395
H -0.2132 -4.1441 0.9953
H -1.5164 -3.3418 -0.1091
H -1.6768 -6.4386 0.8882
H -3.1012 -5.3816 0.0237
H 0.9000 -1.0204 -3.0398
H 2.4382 -2.0445 -3.4493
H 1.3596 -0.3586 0.2060
H 0.8661 0.6969 -1.2757
H 2.3272 1.2905 -0.2439
H 2.3761 1.4632 -3.0246
H 4.1668 1.2539 -2.4411
H 3.4830 0.1939 -3.8895
C 6.2756 -3.8952 -4.8379
Cl 6.5175 -2.1714 -5.2183
Cl 6.5313 -4.8694 -6.3077
Cl 7.4384 -4.3955 -3.5841
Cl 4.6153 -4.1445 -4.2416
C -2.7243 0.8926 -0.3563
Cl -2.1599 2.5526 -0.0396
Cl -2.3846 -0.1311 1.0619
Cl -4.4784 0.9111 -0.6687
Cl -1.8746 0.2375 -1.7787
C -2.8784 3.3163 4.1897
Cl -2.9526 4.6971 3.0660
Cl -2.3988 1.8501 3.2981
Cl -1.6820 3.6530 5.4663
Cl -4.4802 3.0649 4.9283
C -6.7802 6.8789 2.6014
Cl -5.4850 8.1025 2.6084
Cl -8.0562 7.3581 3.7490
Cl -7.4707 6.7542 0.9637
Cl -6.1089 5.3008 3.0847
C 6.1438 -1.3846 -9.4074
Cl 7.7499 -1.3360 -10.1774
Cl 6.0212 -2.8354 -8.3804
Cl 5.9208 0.0723 -8.4062
Cl 4.8834 -1.4392 -10.6655
C 1.3438 0.6024 4.8274
Cl 2.8278 -0.3454 4.5550
Cl 0.1555 0.2243 3.5548
Cl 0.6598 0.1901 6.4201
Cl 1.7322 2.3406 4.7798
C 5.5438 4.0037 -9.2077
Cl 4.1920 3.1769 -10.0223
Cl 7.0421 3.0697 -9.4468
Cl 5.7443 5.6346 -9.8967
Cl 5.1968 4.1338 -7.4650
C 0.1438 1.6417 10.0568
Cl -0.1404 2.6078 8.5870
Cl -0.2730 -0.0610 9.7383
Cl 1.8605 1.7562 10.5201
Cl -0.8717 2.2639 11.3820
C -0.1562 -8.9440 4.1890
Cl -1.2722 -7.9442 5.1532
Cl 1.2343 -9.4213 5.1956
Cl -1.0062 -10.4030 3.6204
Cl 0.4194 -8.0076 2.7868
C 2.2438 -11.1316 1.2261
Cl 2.8083 -9.4716 1.5428
Cl 2.5836 -12.1553 2.6443
Cl 0.4898 -11.1131 0.9136
Cl 3.0936 -11.7867 -0.1964
C 3.4438 7.7779 -7.1580
Cl 2.3278 8.7777 -6.1938
Cl 4.8343 7.3007 -6.1513
Cl 2.5938 6.3189 -7.7266
Cl 4.0194 8.7144 -8.5602
C -11.5562 6.3415 -0.7277
Cl -11.4961 4.5620 -0.7922
Cl -13.2536 6.8757 -0.6371
Cl -10.6760 6.9137 0.7119
Cl -10.7991 7.0149 -2.1932
C -9.8536 4.8249 -5.3193
Cl -8.3696 3.8771 -5.5917
Cl -11.0419 4.4468 -6.5919
Cl -10.5376 4.4127 -3.7266
Cl -9.4651 6.5631 -5.3669
C 3.6464 -4.6319 5.4422
Cl 4.8163 -4.7901 6.7768
Cl 2.4795 -3.3411 5.8250
Cl 4.5117 -4.2237 3.9391
Cl 2.7782 -6.1729 5.2278
C 4.5465 4.6391 -3.1394
Cl 5.1110 6.2992 -2.8227
Cl 4.8862 3.6155 -1.7212
Cl 2.7924 4.6577 -3.4518
Cl 5.3962 3.9841 -4.5619
C -8.3536 8.2895 7.6707
Cl -9.7054 7.4627 6.8561
Cl -6.8552 7.3555 7.4316
Cl -8.1531 9.9204 6.9817
Cl -8.7006 8.4196 9.4134
C -6.5536 -1.7968 -3.0398
Cl -5.4576 -0.7710 -3.9996
Cl -7.0722 -3.1914 -4.0199
Cl -5.7029 -2.3765 -1.5855
Cl -7.9815 -0.8482 -2.5542
C 2.1464 5.9009 8.2114
Cl 0.7946 5.0740 7.3968
Cl 3.6448 4.9669 7.9722
Cl 2.3469 7.5318 7.5224
Cl 1.7994 6.0310 9.9541
```

The value obtained for the HOMO energy (alpha / beta) is -9.1 / -9.8 eV. The molar mass comes out at 3079.7 g mol⁻¹. The value obtained for the orbital gap (alpha / beta) is 7.975 / 8.680 eV. The net charge is 0. As for the spin multiplicity: 2. For the electronic energy, the calculation gives -965141.8812 eV. The LUMO energy (alpha / beta) comes out at -1.1 / -1.1 eV.

Mulliken population analysis, charges in e, atoms 1 to 2: atom 1 (C): -0.84, atom 2 (C): 1.09

Question: molar mass of number 1 (C32H39N5O3)?
Answer: 541.7 g mol⁻¹